11
Properties=species:S:1:pos:R:3:forces:R:3 method="wB97M-V/def2-TZVPD" fmax_ev_per_a=5.0 spin_multiplicity=1 de_lowest_kj_mol=371.0 homo_ev=-9.3735 charge=0
C 1.23756 0.91516 0.03816 2.1 3.7 -0.7
C 1.05465 -0.65371 0.07153 -1.2 4.4 -0.1
C -0.32342 -0.99870 -0.15457 -0.2 -4.1 -1.0
H 0.58231 1.27966 -0.84784 0.6 -0.4 2.0
H 1.24010 1.84595 1.02408 -0.6 -3.6 -2.8
H 2.26404 1.21661 -0.41660 -1.2 -1.1 1.0
H -0.44924 -2.15867 -0.33774 -0.2 2.1 0.5
H -3.50737 0.72673 0.39734 2.1 -1.8 -0.7
N -1.21964 -0.14389 -0.06590 0.9 2.3 0.8
O 1.84751 -1.50217 0.19694 2.8 -1.9 0.5
S -2.72650 -0.52695 0.09459 -4.9 0.5 0.4

74
Properties=species:S:1:pos:R:3:forces:R:3 method="wB97M-V/def2-TZVPD" fmax_ev_per_a=3.5 spin_multiplicity=1 de_lowest_kj_mol=231.2 homo_ev=-7.6751 charge=0
Sr 0.90323 0.21205 0.30963 0.0 2.5 -0.6
C -0.23995 1.79601 4.06129 -0.1 0.0 0.0
C 1.11810 1.32927 3.68766 0.1 -0.1 0.0
N 1.49717 0.91310 2.49666 -0.1 0.7 1.4
C 2.81692 0.58070 2.58448 0.5 0.0 0.7
C 3.24719 0.79325 3.87730 0.1 -0.2 -0.4
N 2.15264 1.27771 4.54782 0.2 -0.1 0.0
C 4.52218 0.57467 4.60894 -0.2 0.0 -0.1
O 5.49698 0.02187 3.93513 0.3 -0.1 -0.2
O 4.59341 0.88926 5.77727 0.0 0.0 0.0
C 3.57145 0.13270 1.36213 0.6 0.3 0.5
O 4.68884 -0.37467 1.52573 0.5 -0.3 0.3
O 3.01306 0.35340 0.26451 3.0 0.4 -0.4
H -0.93656 1.56669 3.25888 0.0 0.0 0.0
H -0.23947 2.87401 4.22452 -0.1 0.0 0.0
H -0.57306 1.30995 4.97723 0.0 0.0 0.0
H 2.18094 1.54931 5.52075 0.0 -0.1 -0.1
H 5.25619 -0.19297 2.95776 -0.3 0.2 0.3
C 5.02246 -4.75434 1.10410 0.1 0.1 0.3
O 4.53433 -4.82284 -0.21671 -0.3 0.1 -0.5
C 3.44527 -4.09382 -0.54431 -0.3 0.1 0.0
C 2.98454 -4.25922 -1.87405 0.1 -0.1 -0.2
C 1.93986 -3.51964 -2.33492 0.2 0.0 0.1
C 1.28063 -2.55884 -1.52633 0.2 0.1 0.5
C 0.35258 -1.63711 -2.08549 -0.2 -0.1 -0.5
C -0.15378 -1.86176 -3.49962 0.0 0.2 0.2
O -0.05533 -0.61801 -1.48376 -0.9 -1.4 -2.2
C 1.65346 -2.48750 -0.13189 -0.1 -0.9 -0.3
O 1.00694 -1.80065 0.72949 0.0 -3.4 0.9
C 2.75896 -3.25905 0.30185 0.4 -0.1 0.2
H 5.91662 -5.37628 1.11793 -0.1 0.0 0.1
H 4.28509 -5.14335 1.81197 0.0 0.0 0.0
H 5.28708 -3.73146 1.38202 0.0 0.0 0.0
H 3.49947 -4.96546 -2.50516 0.0 -0.1 -0.1
H 1.63333 -3.64707 -3.36266 0.0 0.0 -0.1
H 0.67122 -1.88588 -4.20957 0.0 0.0 0.0
H -0.81960 -1.04429 -3.76708 0.0 0.0 0.0
H -0.69352 -2.80417 -3.56283 0.0 -0.1 0.0
H 3.04185 -3.11865 1.33440 0.1 -0.1 0.1
O -0.87617 1.38811 0.73093 -1.5 1.2 1.1
P -1.81624 1.38353 -0.41528 -2.2 1.1 -0.7
C -1.00073 1.87543 -1.95182 -0.2 0.0 0.2
C 0.25233 2.46520 -1.84212 -0.1 0.1 0.1
C 0.98756 2.74973 -2.97729 0.1 0.1 -0.1
C 0.46288 2.45873 -4.22645 0.1 0.0 0.1
C -0.80259 1.90346 -4.33728 -0.1 0.0 -0.1
C -1.54273 1.62029 -3.20291 0.0 0.0 0.1
C -3.10248 2.63043 -0.09253 0.3 -0.4 -0.2
C -4.04572 2.31823 0.87852 -0.1 -0.1 0.1
C -4.98828 3.25208 1.26263 0.0 0.0 0.0
C -4.97011 4.51430 0.68930 0.0 0.1 0.0
C -4.02016 4.83428 -0.26718 -0.1 0.2 0.0
C -3.08728 3.89229 -0.66660 0.0 -0.1 -0.1
C -2.75306 -0.16076 -0.52526 0.0 0.3 0.0
C -2.35106 -1.22790 0.26721 0.1 0.1 0.0
C -3.11907 -2.37781 0.32184 0.0 -0.1 0.1
C -4.29349 -2.45888 -0.40988 0.0 0.0 0.0
C -4.69926 -1.39348 -1.19939 -0.1 -0.1 -0.1
C -3.93979 -0.23725 -1.24791 0.1 0.0 -0.1
H 0.64766 2.70178 -0.86142 0.1 0.1 0.0
H 1.97079 3.18796 -2.88686 0.1 0.0 0.0
H 1.04749 2.65549 -5.11138 0.0 0.0 -0.1
H -1.21107 1.67490 -5.31066 0.0 0.0 -0.1
H -2.51869 1.16174 -3.28189 0.0 0.0 -0.1
H -4.03925 1.33048 1.31954 -0.1 0.0 0.1
H -5.73527 2.99519 1.99951 0.0 0.0 0.1
H -5.70200 5.25135 0.98310 -0.1 0.1 0.0
H -4.01073 5.82045 -0.70887 0.0 0.1 0.0
H -2.35874 4.12959 -1.42981 0.1 0.1 0.0
H -1.43624 -1.15092 0.83968 -0.1 -0.2 0.0
H -2.79947 -3.20395 0.94139 0.0 0.0 0.0
H -4.90758 -3.34514 -0.35166 0.0 -0.1 0.0
H -5.61958 -1.47096 -1.76132 0.0 0.1 0.0
H -4.28258 0.61506 -1.82293 0.0 0.0 0.0

9
Properties=species:S:1:pos:R:3:forces:R:3 method="wB97M-V/def2-TZVPD" fmax_ev_per_a=3.0 spin_multiplicity=1 de_lowest_kj_mol=258.5 homo_ev=-8.7121 charge=0
Cl -2.51388 0.38636 1.55453 -0.6 0.2 1.2
Si -1.60011 -0.00637 -0.13020 0.6 -0.6 -2.1
Cl -2.97363 -0.47762 -1.66149 0.9 0.5 1.1
C 0.07193 0.12527 -0.47638 -1.0 -1.0 2.3
C 1.28362 0.10316 0.38515 -0.9 1.9 0.7
Br 2.65992 -1.22770 0.27535 0.1 -1.1 -0.4
H 0.23578 0.02526 -1.47467 0.5 -0.3 -3.0
H 1.87169 0.98106 0.08294 -0.3 0.0 0.8
H 0.96468 0.09059 1.44476 0.6 0.4 -0.5

Copy entry 1 word for word.
11
Properties=species:S:1:pos:R:3:forces:R:3 method="wB97M-V/def2-TZVPD" fmax_ev_per_a=5.0 spin_multiplicity=1 de_lowest_kj_mol=371.0 homo_ev=-9.3735 charge=0
C 1.23756 0.91516 0.03816 2.1 3.7 -0.7
C 1.05465 -0.65371 0.07153 -1.2 4.4 -0.1
C -0.32342 -0.99870 -0.15457 -0.2 -4.1 -1.0
H 0.58231 1.27966 -0.84784 0.6 -0.4 2.0
H 1.24010 1.84595 1.02408 -0.6 -3.6 -2.8
H 2.26404 1.21661 -0.41660 -1.2 -1.1 1.0
H -0.44924 -2.15867 -0.33774 -0.2 2.1 0.5
H -3.50737 0.72673 0.39734 2.1 -1.8 -0.7
N -1.21964 -0.14389 -0.06590 0.9 2.3 0.8
O 1.84751 -1.50217 0.19694 2.8 -1.9 0.5
S -2.72650 -0.52695 0.09459 -4.9 0.5 0.4